Arrangement i

Molecular formula: C16H17NO
Method: DFT, ωB97M-V/def2-TZVPD

```
! RIJCOSX wB97M-V def2-TZVPD def2/J DEFGRID3
* xyz 0 1
C -1.5809 -2.3815 2.4927
C 0.6065 -2.2064 1.0301
C -0.2001 -2.7712 2.0729
C 1.9100 -2.7121 1.1829
C 0.6115 -3.6215 2.7618
C 1.3651 -1.0633 -0.9438
C 2.6468 -1.6115 -0.7747
C 0.3466 -1.3873 -0.0716
C 2.9568 -2.3993 0.3202
N 1.8895 -3.6012 2.2369
H 1.1684 -0.4881 -1.8200
H 3.3983 -1.5634 -1.5550
H -0.6363 -1.0006 -0.3064
H 3.9634 -2.6854 0.4791
H -2.3354 -3.0881 2.1288
H -1.8438 -1.4290 2.0389
H 0.3527 -4.2219 3.6168
H 2.6255 -4.2231 2.5096
H -1.7022 -2.3246 3.5715
C -2.0294 2.6488 -3.5427
C -1.8002 1.8786 -1.1625
C -1.4552 2.8075 -2.1545
C -1.2347 1.9191 0.0981
C -0.5749 3.8286 -1.8303
C -0.1388 2.7556 0.2736
C 0.1196 3.7833 -0.6206
O 0.6334 2.5168 1.3771
H -2.5574 1.1736 -1.4807
H -1.6237 1.3361 0.9169
H -1.9788 1.6038 -3.8561
H -1.4684 3.2227 -4.2683
H -0.4722 4.7351 -2.4133
H 0.9090 4.4685 -0.3355
H 1.2296 3.2557 1.5444
H -3.1004 2.8456 -3.5164
*
```

As for the LUMO energy: 0.90 eV. The highest occupied orbital energy comes out at -7.6 eV.

Arrangement ii

Molecular formula: C16H17NO
Method: DFT, ωB97M-V/def2-TZVPD

```
! RIJCOSX wB97M-V def2-TZVPD def2/J DEFGRID3
* xyz 0 1
C 1.5570 -2.0187 -2.2903
C 2.4278 -0.1937 0.8233
C 2.0302 -0.2105 -0.5437
C 2.0697 -1.5942 -0.9417
C 2.3128 -2.3496 0.1586
C 2.7070 0.9575 1.5573
C 2.2843 2.1240 0.9229
C 1.7943 1.0119 -1.1633
C 1.9183 2.1828 -0.4120
N 2.6457 -1.4962 1.1932
H 3.1888 -1.6862 2.0161
H 3.0701 0.9551 2.5627
H 2.1543 -3.3868 0.3966
H 2.3812 3.0275 1.5145
H 1.5144 1.1024 -2.2073
H 1.7294 -3.0701 -2.4599
H 2.1800 -1.5235 -3.0497
H 1.7548 3.1080 -0.9437
H 0.5645 -1.6310 -2.4913
C -2.2696 0.3392 2.8109
C -1.3610 0.1964 0.4551
C -2.4178 0.5177 1.3088
C -1.5587 -0.0351 -0.8969
C -2.7851 0.1941 -1.4818
C -3.6928 0.6235 0.7219
C -3.8428 0.5820 -0.6482
O -3.0526 0.0926 -2.8162
H -0.4151 0.2011 0.9696
H -0.6711 -0.3651 -1.4170
H -1.2452 0.0596 3.0184
H -2.9051 -0.4993 3.0864
H -4.4764 1.0975 1.3037
H -2.2292 -0.1285 -3.2718
H -4.8037 0.5905 -1.1565
H -2.5583 1.2254 3.3714
*
```

As for the LUMO energy: 0.73 eV. The highest occupied orbital energy comes out at -8.0 eV.

Order from most stable to least stable according to the calculation: arrangement i, arrangement ii

Arrangement i

Molecular formula: C22H30N4O3
Method: DFT, ωB97M-V/def2-TZVPD

```
! RIJCOSX wB97M-V def2-TZVPD def2/J DEFGRID3
* xyz 0 1
C 2.8953 -2.9567 4.1985
H 3.9642 -2.7649 4.2806
H 2.6725 -3.9443 4.6149
H 2.3465 -2.1939 4.7604
O 2.6024 -2.8976 2.8239
C 1.3121 -3.1061 2.4268
C 1.0840 -3.0542 1.0524
C -0.1903 -3.2229 0.5505
C -1.2693 -3.4480 1.3974
C -1.0292 -3.5239 2.7613
C 0.2429 -3.3567 3.2789
H 0.3824 -3.4124 4.3465
H -1.8499 -3.6972 3.4398
C -2.6722 -3.5150 0.8607
H -2.6454 -3.6032 -0.2270
H -3.1956 -4.3874 1.2557
C -3.4538 -2.2509 1.2752
N -2.6300 -1.0617 1.1941
C -2.1921 -0.5002 2.3412
O -2.5444 -0.9023 3.4372
C -1.1871 0.6367 2.2431
H -0.2398 0.2095 2.5888
H -1.4785 1.3942 2.9728
C -1.0068 1.2443 0.8602
H -0.0989 1.8496 0.8382
H -1.8501 1.8942 0.6169
C -0.9501 0.1087 -0.1610
C -0.6731 0.6317 -1.5650
O -1.5770 0.7623 -2.3738
N 0.6052 0.9421 -1.8744
C 1.7502 0.8670 -1.0014
H 2.6108 0.5345 -1.5855
H 1.5953 0.1633 -0.1894
H 1.9868 1.8488 -0.5797
C 0.8824 1.5331 -3.1781
C 1.3961 2.9285 -3.0566
C 2.6497 3.4148 -3.3788
N 2.6218 4.7352 -3.0839
N 1.4437 5.1272 -2.5942
C 0.6821 4.0496 -2.5662
C -0.7139 4.0810 -2.0595
H -1.3197 3.3308 -2.5618
H -0.7303 3.8695 -0.9899
H -1.1394 5.0681 -2.2169
H 3.3610 5.4077 -3.2093
C 3.8646 2.7593 -3.9284
H 4.5872 2.5606 -3.1355
H 3.6053 1.8160 -4.4012
H 4.3410 3.3997 -4.6688
H 1.6120 0.9056 -3.7015
H -0.0600 1.5201 -3.7317
H -0.1929 -0.6210 0.1389
C -2.3108 -0.5796 -0.1314
H -2.3106 -1.4248 -0.8220
H -3.0785 0.1248 -0.4773
H -4.3388 -2.1269 0.6441
H -3.7650 -2.3334 2.3182
H -0.3458 -3.1783 -0.5189
H 1.9236 -2.8765 0.3976
*
```

As for the LUMO energy: 0.56 eV. The highest occupied orbital energy comes out at -8.4 eV.

Arrangement ii

Molecular formula: C22H30N4O3
Method: DFT, ωB97M-V/def2-TZVPD

```
! RIJCOSX wB97M-V def2-TZVPD def2/J DEFGRID3
* xyz 0 1
C -0.5056 -4.5731 -1.3780
H -1.4226 -4.6419 -0.8619
H -0.6238 -4.6677 -2.4336
H 0.3270 -5.1344 -0.9573
C 0.1285 -2.9900 -1.3093
N 1.2496 -2.7740 -1.8353
C 1.3547 -3.0351 -3.2257
C 2.4228 -1.8186 -3.9515
H 3.4072 -2.2174 -3.7256
H 2.3107 -0.8813 -3.4179
H 2.1080 -1.8457 -5.0529
H 0.3155 -2.5100 -3.8859
H 1.7420 -3.8239 -3.5585
C 2.2436 -3.1169 -1.0889
H 3.0745 -3.6794 -1.7705
C 3.1235 -2.0709 -0.5449
N 2.4145 -1.1028 0.3023
C 1.7507 -0.0389 -0.3500
O 2.0249 0.6632 -1.4334
C 0.5813 0.5916 0.4874
C 0.9686 1.0393 1.6819
N -0.1530 1.4345 2.5301
C -1.4230 1.9176 2.1527
O -2.1886 2.3203 2.9766
C -1.6080 1.7874 0.6197
C -0.6428 1.0419 0.0127
C -1.1013 0.7228 -1.2225
C -0.9927 0.3363 -2.5642
C -1.7900 0.0498 -3.5355
C -3.0854 0.6203 -3.3001
C -3.5820 1.2778 -2.2386
C -2.5049 1.3183 -1.2182
N -2.7978 1.7463 0.1550
C -3.8364 2.2638 0.6713
H -4.7111 1.5243 0.6245
H -4.4523 3.2340 0.0441
H -3.7152 2.7471 1.6143
H -4.6536 1.3822 -1.9301
H -3.8185 0.5972 -4.2281
H -1.6341 -0.3157 -4.5883
H 0.1356 -0.1967 -2.4780
C 0.2102 1.7314 3.9099
C 1.0579 3.2673 3.8833
O 1.6920 3.6159 5.1973
C 0.6167 4.0489 6.0185
H 0.1109 3.2549 6.6366
H -0.0070 4.7850 5.9159
H 1.2919 4.4596 7.1705
H 0.2436 4.2254 3.5432
H 1.7932 3.2772 3.1248
H -0.5655 2.0490 4.4973
H 1.0538 1.3000 4.3047
H 1.8562 1.0359 2.2903
H 1.8667 -1.4847 1.1335
H 3.5366 -1.3729 -1.2206
H 3.7848 -2.3688 0.1723
H 2.1029 -3.7095 -0.2655
H -0.8789 -2.5384 -1.8472
H -0.2066 -2.7579 -0.2528
*
```

As for the LUMO energy: 0.25 eV. The highest occupied orbital energy comes out at -7.7 eV.

Order from most stable to least stable according to the calculation: arrangement i, arrangement ii

Arrangement i

Molecular formula: C4H2F2O
Method: DFT, ωB97M-V/def2-TZVPD

```
! RIJCOSX wB97M-V def2-TZVPD def2/J DEFGRID3
* xyz 0 1
C -1.4378 -1.1221 1.7273
C -1.4760 -0.0386 0.8505
C -0.6902 -1.2508 0.4496
C -1.8800 1.0867 0.3497
O -2.4353 2.0439 0.0192
F 0.7800 -1.1073 0.4526
F 0.3549 2.4249 0.1927
H -0.7877 -1.9527 -0.2957
H 0.9843 3.1457 0.1244
*
```

As for the LUMO energy: -1.13 eV. The highest occupied orbital energy comes out at -9.3 eV.

Arrangement ii

Molecular formula: C4H2F2O
Method: DFT, ωB97M-V/def2-TZVPD

```
! RIJCOSX wB97M-V def2-TZVPD def2/J DEFGRID3
* xyz 0 1
C -1.0375 -0.1026 0.6772
C -0.5049 0.3546 -0.6391
C 0.1020 -0.2703 1.3221
C 0.6731 -0.2055 -0.9323
O 0.9885 -0.1946 2.0460
F 1.4313 0.3371 -1.9084
F 1.2812 -1.2388 -0.3876
H -2.0002 0.0908 0.9903
H -0.9335 1.2294 -1.1682
*
```

As for the LUMO energy: 0.75 eV. The highest occupied orbital energy comes out at -8.5 eV.

Order from most stable to least stable according to the calculation: arrangement ii, arrangement i

Arrangement i

Molecular formula: C4H2F2O
Method: DFT, ωB97M-V/def2-TZVPD

```
! RIJCOSX wB97M-V def2-TZVPD def2/J DEFGRID3
* xyz 0 1
C -0.3798 -0.0466 0.9038
C -0.1023 0.1049 -0.2958
C 1.6024 0.8586 -0.2522
C 2.3047 -0.2087 0.1226
O 1.5815 2.0838 -0.2089
F 3.6745 -0.0990 -0.0043
F 1.9713 -1.4985 0.1066
H -0.8658 -0.1505 1.7903
H -0.3879 -0.0851 -1.2820
*
```

As for the LUMO energy (alpha / beta): -1.21 / -1.21 eV. The highest occupied orbital energy (alpha / beta) comes out at -8.8 / -8.8 eV.

Arrangement ii

Molecular formula: C4H2F2O
Method: DFT, ωB97M-V/def2-TZVPD

```
! RIJCOSX wB97M-V def2-TZVPD def2/J DEFGRID3
* xyz 0 1
C -0.0969 0.6008 -0.7814
C -0.1517 -0.8210 -0.6355
C 0.1303 1.1568 0.4390
C 0.0008 -1.2235 0.6132
O 0.2362 0.4048 1.4832
F 0.2732 2.4643 0.6292
F 0.1335 -2.2214 1.4111
H -0.2153 1.1330 -1.6998
H -0.3102 -1.4938 -1.4590
*
```

As for the LUMO energy: 0.46 eV. The highest occupied orbital energy comes out at -8.6 eV.

Order from most stable to least stable according to the calculation: arrangement ii, arrangement i

Arrangement i

Molecular formula: C2H3Cl2NO2
Method: DFT, ωB97M-V/def2-TZVPD

```
! RIJCOSX wB97M-V def2-TZVPD def2/J DEFGRID3
* xyz 0 1
C 0.4677 0.2347 0.3222
C 0.1325 -0.6277 1.5247
N -0.0148 0.7823 -2.1082
O 1.3023 1.0701 0.3707
O -0.3513 -0.0442 -0.6357
Cl -0.3031 -0.4328 -3.2162
Cl -1.2883 1.9163 -2.1082
H 0.1125 -0.1730 2.5380
H 0.8332 -1.5254 1.8013
H -0.8908 -1.2003 1.5114
*
```

As for the LUMO energy: -0.93 eV. The highest occupied orbital energy comes out at -10.4 eV.

Arrangement ii

Molecular formula: C2H3Cl2NO2
Method: DFT, ωB97M-V/def2-TZVPD

```
! RIJCOSX wB97M-V def2-TZVPD def2/J DEFGRID3
* xyz 0 1
C 0.2484 -1.3116 0.3542
C -0.5501 0.4386 -0.3958
N 0.4643 1.3452 0.0331
O 0.4317 1.5710 1.2163
O 1.3205 1.6867 -0.7362
Cl -0.6332 0.4051 -2.1608
Cl -2.0782 0.8096 0.2867
H 0.9162 -1.8359 -0.3056
H 0.4258 -1.0420 1.3861
H -0.5454 -2.0667 0.3221
*
```

As for the LUMO energy: -0.64 eV. The highest occupied orbital energy comes out at -10.8 eV.

Order from most stable to least stable according to the calculation: arrangement i, arrangement ii